Entry from the Open Molecules 2025 dataset: 3 unconnected molecules or ions with the total composition C14H36FO6P at a distorted geometry (the ωB97M-V functional and the def2-TZVPD basis).

Results
total energy	-1447.58613	hartree
HOMO-LUMO gap	0.367	hartree
lowest unoccupied orbital energy	0.72	eV
total charge	0
SMILES string	CC[C@@H](C)[PH](O)(F)CCO.COCCOC.COCCOC

The geometry in XYZ format:
```
58
Properties=species:S:1:pos:R:3:forces:R:3
C 2.0141 -1.0599 -0.0645 -0.195 -0.718 0.617
C 0.6533 -1.4592 0.5701 -0.067 0.230 -0.417
C -0.4930 -0.3887 0.3976 -0.166 -0.140 -0.513
C -0.0548 0.8975 -0.3455 0.565 -0.268 0.727
P -1.9527 -1.2835 -0.3817 -0.728 1.402 0.542
O -2.0142 -0.2727 -1.7704 0.405 -1.225 -0.297
F -1.9563 -2.2965 1.0286 0.106 -0.016 -0.536
C -3.7511 -0.9356 0.0014 -0.238 -0.631 0.187
C -4.5650 -2.2685 0.1848 0.359 0.216 -0.622
O -5.6589 -2.2685 -0.7513 -0.026 0.221 0.983
H 1.9280 -0.6836 -1.0918 -0.038 0.136 0.421
H 2.6323 -1.9710 -0.1387 -0.112 0.364 0.172
H 2.5220 -0.3593 0.6110 0.061 0.036 -0.538
H 0.3532 -2.4170 0.1148 0.011 0.320 0.260
H 0.7452 -1.6459 1.6496 0.222 -0.093 -0.383
H -0.8545 -0.0663 1.3892 0.122 -0.346 -0.273
H 0.8267 1.2837 0.1998 -0.407 0.018 -0.141
H -0.8365 1.6651 -0.2748 0.210 -0.191 -0.289
H 0.2865 0.7265 -1.3723 -0.465 0.096 0.188
H -1.7149 -2.4224 -1.1947 0.015 0.542 0.384
H -2.4808 0.5370 -1.5911 -0.200 0.442 0.034
H -3.8618 -0.2830 0.8838 0.334 -0.347 -0.168
H -4.2551 -0.4220 -0.8302 0.432 -0.140 0.185
H -3.9556 -3.1509 -0.0600 0.049 0.337 0.414
H -4.9273 -2.3880 1.2108 -0.105 0.090 -0.304
H -5.3597 -2.8167 -1.4652 -0.105 -0.283 -0.633
C 1.8440 0.1812 4.2709 -0.031 0.081 -0.122
O 0.4635 0.5006 4.3326 0.160 -0.147 0.121
C -0.3260 -0.5727 4.8331 -0.225 0.386 -0.049
C -0.6940 -0.3571 6.2896 0.158 -0.438 0.048
O 0.4505 -0.4152 7.1305 0.001 0.257 -0.126
C 0.9114 0.8697 7.5160 0.017 -0.111 0.070
H 2.3992 1.1057 4.1130 -0.088 0.019 -0.041
H 2.1995 -0.2835 5.1931 -0.045 -0.032 0.000
H 2.0330 -0.4898 3.4259 0.101 -0.060 0.041
H 0.1895 -1.5283 4.7009 0.018 -0.003 0.059
H -1.2441 -0.5984 4.2389 -0.023 -0.068 -0.002
H -1.3632 -1.1636 6.6047 -0.039 0.016 -0.032
H -1.2249 0.5904 6.4189 0.037 0.041 -0.058
H 0.2463 1.2951 8.2744 0.010 0.099 -0.018
H 0.9765 1.5494 6.6634 -0.029 0.002 -0.001
H 1.9049 0.7536 7.9473 -0.033 -0.064 0.021
C 3.0306 1.5895 -7.0441 -0.040 0.094 -0.087
O 1.6513 1.9100 -6.9744 0.159 -0.157 0.146
C 0.8657 0.8456 -6.4523 -0.198 0.410 -0.034
C 0.5099 1.0808 -4.9958 0.111 -0.479 0.049
O 1.6624 1.0326 -4.1636 0.039 0.256 -0.092
C 2.1289 2.3219 -3.7981 -0.015 -0.116 0.105
H 3.5812 2.5136 -7.2178 -0.070 0.009 -0.040
H 3.3908 1.1384 -6.1168 -0.024 -0.031 -0.004
H 3.2164 0.9078 -7.8805 0.078 -0.053 0.039
H 1.3791 -0.1123 -6.5758 0.024 -0.003 0.068
H -0.0574 0.8135 -7.0377 -0.031 -0.052 0.009
H -0.1576 0.2799 -4.6632 -0.043 0.033 -0.006
H -0.0186 2.0305 -4.8745 0.039 0.042 -0.054
H 1.4674 2.7542 -3.0400 0.017 0.116 -0.014
H 2.1895 2.9946 -4.6565 -0.041 -0.019 -0.018
H 3.1253 2.2116 -3.3712 -0.034 -0.077 0.022
```
Forces are in eV/Å.

Mulliken atomic charge list, values in e, 4 entries: -1.1644 -0.3927 0.9076 -2.0255